The following is a DFT calculation (ωB97M-V/def2-TZVPD) of a 2-piece molecular cluster, C6H8N2O2 overall.

Last column: Löwdin charge in e.
Positions of all 18 atoms, in Å:
C -4.61891 0.36911 0.81343  0.142
C -3.48596 0.23823 0.40888  -0.022
C -2.13872 0.06729 -0.14634  -0.522
O -1.88296 0.40350 -1.29554  0.073
N -1.24552 -0.48042 0.70156  0.052
C 0.09936 -0.83397 0.30369  -0.172
C 1.10710 0.29748 0.57144  -0.146
C 2.47572 -0.06796 0.18071  -0.196
N 3.57109 -0.48888 0.19853  0.150
H -5.61701 0.42943 1.21511  0.042
H -1.54965 -0.71095 1.63922  0.149
H 0.38990 -1.73101 0.86275  0.132
H 0.09243 -1.08159 -0.76441  0.135
H 0.82084 1.20086 0.01395  0.125
H 1.11416 0.55336 1.64094  0.129
O 3.54410 0.45434 -2.45323  -0.139
H 3.17697 1.31009 -2.20456  0.014
H 4.14706 0.07109 -1.68613  0.055

Values from the calculation:
SMILES: C#CC(=O)NCCC#N.O
Lowest unoccupied orbital energy: 0.4 eV
Calculated total energy: -493.3417 hartree
HOMO-LUMO gap: 10.977 eV
F_max: 3.511 eV/A
E_HOMO: -10.58 eV
Energy relative to the best compared isomer or geometry (same formula, charge and spin): 276.2 kJ/mol